Molecular formula: C18H52CdFN7O4P2
Method: DFT, ωB97M-V with the def2-TZVPD basis set

Values from the calculation:
Total charge: +2
Multiplicity: 1
HOMO energy (eV): -13.125
Energy relative to the best compared isomer or geometry (same formula, charge and spin) (kcal per mole): 42.38
Total energy (hartree): -2351.0870

The geometry in XYZ format:
```
85
Properties=species:S:1:pos:R:3:lowdin_charge:R:1
Cd -0.382 1.804 1.481 1.441
C -4.114 2.360 -4.102 -0.108
O -4.079 1.092 -3.585 -0.193
C -2.807 0.571 -3.207 -0.194
C -2.855 -0.861 -2.726 -0.093
N -3.704 -0.998 -1.515 0.091
H -3.336 -0.421 -0.772 0.135
H -4.584 -0.603 -1.812 0.173
C -3.733 -2.445 -0.938 -0.039
C -4.708 -2.482 0.266 -0.206
O -4.329 -1.659 1.367 -0.214
C -5.376 -1.168 2.319 -0.022
H -3.644 3.107 -3.462 0.088
H -5.148 2.637 -4.304 0.108
H -3.524 2.332 -5.018 0.096
H -2.338 1.232 -2.479 0.098
H -2.278 0.644 -4.157 0.134
H -1.877 -1.253 -2.445 0.122
H -3.289 -1.365 -3.590 0.151
H -2.717 -2.676 -0.619 0.116
H -4.039 -3.192 -1.670 0.142
H -4.884 -3.509 0.586 0.135
H -5.665 -2.191 -0.165 0.123
H -5.036 -0.531 3.136 0.091
H -5.867 -2.050 2.729 0.086
H -6.229 -0.737 1.794 0.083
F -1.459 0.723 0.126 -0.609
O 1.349 1.954 0.216 -0.427
P 1.628 2.127 -1.266 0.698
N 0.943 3.528 -2.040 -0.317
C -0.448 3.622 -2.306 -0.137
C 1.477 4.837 -1.712 -0.110
N 1.196 0.800 -2.293 -0.274
C 1.236 0.794 -3.754 -0.117
C 1.158 -0.622 -1.741 -0.078
N 3.331 2.131 -1.493 -0.302
C 4.189 1.502 -0.506 -0.111
C 3.974 2.513 -2.776 -0.082
H -0.580 3.753 -3.380 0.095
H -0.876 4.505 -1.832 0.093
H -0.874 2.666 -2.002 0.046
H 2.557 4.905 -1.843 0.082
H 1.190 5.194 -0.723 0.087
H 1.060 5.613 -2.354 0.096
H 2.178 0.476 -4.200 0.084
H 0.543 0.073 -4.187 0.076
H 1.030 1.805 -4.107 0.075
H 1.132 -0.622 -0.651 0.040
H 0.397 -1.214 -2.248 0.063
H 2.067 -1.135 -2.053 0.084
H 4.074 1.877 0.511 0.068
H 4.004 0.436 -0.376 0.055
H 5.227 1.725 -0.754 0.099
H 4.570 1.699 -3.188 0.090
H 4.675 3.315 -2.543 0.087
H 3.170 2.878 -3.416 0.069
O 0.732 0.249 2.357 -0.426
P 1.290 -1.031 2.889 0.662
N 2.793 -1.470 2.264 -0.279
C 4.068 -0.678 2.483 -0.050
C 2.851 -2.097 0.948 -0.119
N 0.274 -2.356 2.551 -0.306
C -1.060 -2.160 1.960 -0.099
C 0.620 -3.694 2.943 -0.111
N 1.548 -1.076 4.656 -0.287
C 1.157 0.073 5.522 -0.107
C 2.245 -2.177 5.319 -0.108
H 3.985 0.252 1.922 0.057
H 4.969 -1.255 2.275 0.098
H 4.226 -0.482 3.544 0.080
H 1.885 -2.166 0.447 0.057
H 3.155 -3.135 1.088 0.092
H 3.603 -1.632 0.312 0.073
H -1.554 -1.266 2.340 0.065
H -0.986 -2.082 0.875 0.057
H -1.672 -3.034 2.185 0.088
H -0.083 -4.096 3.673 0.096
H 0.632 -4.349 2.072 0.094
H 1.595 -3.691 3.429 0.057
H 0.471 -0.131 6.344 0.080
H 1.992 0.524 6.059 0.081
H 0.610 0.808 4.932 0.053
H 1.483 -2.871 5.676 0.083
H 2.799 -1.707 6.131 0.093
H 2.795 -2.768 4.587 0.064
```

Molecular formula: C7H14OS
Method: DFT, ωB97M-V with the def2-TZVPD basis set

Values from the calculation:
Total charge: 0
SMILES: CC[C@]1(C)OC[C@H](C)S1
Multiplicity: 1
HOMO energy (eV): -8.444
Energy relative to the best compared isomer or geometry (same formula, charge and spin) (kcal per mole): 27.03
Total energy (hartree): -748.4993

The geometry in XYZ format:
```
23
Properties=species:S:1:pos:R:3:lowdin_charge:R:1
O -0.043 0.851 0.016 -0.116
S -0.838 -1.240 1.406 0.967
C 2.176 -0.665 2.827 -0.130
C -3.057 0.240 1.133 -0.111
C 1.455 -1.018 -0.266 -0.059
C -1.255 0.452 -0.619 -0.210
C 1.495 0.368 1.940 -0.202
C -1.957 -0.496 0.306 -0.649
C 0.566 -0.202 0.705 -0.686
H 3.091 -1.166 2.445 0.080
H 2.428 -0.232 3.747 0.046
H 1.432 -1.498 2.983 0.071
H -3.678 0.648 0.443 0.028
H -2.707 0.981 1.871 0.097
H -3.715 -0.458 1.627 0.068
H 1.741 -1.950 0.231 0.079
H 2.285 -0.381 -0.607 0.087
H 0.890 -1.084 -1.229 0.087
H -1.891 1.227 -0.867 0.099
H -1.066 0.050 -1.628 0.125
H 2.271 1.060 1.546 0.116
H 0.914 0.918 2.664 0.093
H -2.398 -1.366 -0.270 0.120
```

Molecular formula: C25H45AuNP2
Method: DFT, ωB97M-V with the def2-TZVPD basis set

Values from the calculation:
Total charge: +1
Expectation value of S²: 2.03
Multiplicity: 3
HOMO energy (alpha / beta) (eV): -10.865 / -10.984
Energy relative to the best compared isomer or geometry (same formula, charge and spin) (kcal per mole): 0.00
Total energy (hartree): -1852.2942

The geometry in XYZ format:
```
74
Properties=species:S:1:pos:R:3:mulliken_spin:R:1
Au 1.014 -0.365 -2.071 0.044
C -1.701 1.063 -1.645 0.081
C -2.163 1.747 -0.518 0.233
C 0.108 2.126 -0.631 0.171
C -0.259 1.395 -1.873 0.292
C -1.007 2.302 0.167 0.190
C -2.538 0.179 -2.468 0.005
H -3.120 -0.505 -1.830 0.016
H -1.923 -0.434 -3.143 0.004
H -3.263 0.740 -3.078 0.026
C 0.084 2.120 -3.170 0.030
H -0.565 1.813 -3.997 0.000
H 1.117 1.895 -3.451 0.006
H -0.005 3.214 -3.076 -0.002
C 1.462 2.611 -0.337 0.005
H 1.561 3.701 -0.481 0.022
H 2.197 2.105 -0.976 0.003
H 1.715 2.382 0.717 0.018
C -1.065 2.961 1.491 -0.004
H -1.908 3.659 1.556 0.014
H -0.145 3.521 1.694 -0.001
H -1.192 2.221 2.296 0.023
C -3.549 2.020 -0.162 0.474
H -4.164 2.173 -1.060 -0.013
H -3.629 2.889 0.501 -0.014
H -4.232 1.110 0.471 0.121
C -1.313 -3.268 1.271 0.001
C -2.548 -2.981 0.840 0.001
C -3.636 -2.422 1.706 -0.002
C -3.190 -1.340 2.730 -0.003
C -2.109 -0.407 2.299 -0.013
C -0.812 -0.548 2.594 0.013
C -0.149 -1.812 3.062 0.002
C -0.846 -3.142 2.691 0.000
H -4.151 -3.202 2.301 0.001
H -2.909 -1.809 3.682 0.000
H -4.411 -1.968 1.077 0.003
H -1.649 -3.328 3.413 0.000
H -0.574 -3.699 0.580 0.000
H -2.882 -3.240 -0.171 0.001
H -0.107 -3.939 2.864 0.000
H 0.869 -1.865 2.652 0.000
H -0.133 0.303 2.511 -0.012
H -0.059 -1.757 4.153 0.000
H -4.065 -0.706 2.933 0.005
H -2.455 0.435 1.674 0.018
P 1.327 -2.164 -3.406 0.019
C 1.301 -1.638 -5.158 -0.001
H 1.498 -2.477 -5.835 0.000
H 2.066 -0.866 -5.308 0.000
H 0.319 -1.212 -5.399 0.000
C 2.941 -2.962 -3.198 0.002
H 3.062 -3.809 -3.883 0.001
H 3.022 -3.307 -2.162 0.000
H 3.722 -2.213 -3.393 0.000
C 0.130 -3.547 -3.405 0.001
H 0.441 -4.323 -4.121 0.001
H -0.868 -3.186 -3.696 0.000
H 0.070 -3.991 -2.403 0.000
P 3.643 1.743 1.688 0.007
C 3.455 3.274 2.716 0.000
H 4.355 3.433 3.326 0.000
H 2.585 3.164 3.377 0.000
H 3.295 4.146 2.068 0.000
C 4.313 0.676 3.031 0.002
H 5.188 1.151 3.496 0.000
H 4.597 -0.292 2.599 0.000
H 3.531 0.514 3.784 0.000
C 5.224 2.225 0.880 0.001
H 5.996 2.425 1.633 0.000
H 5.057 3.119 0.266 0.000
H 5.539 1.401 0.229 0.000
N -6.250 0.183 1.467 -0.021
C -5.261 0.587 1.018 0.226
```